[1]
# C13H17IO

2 unconnected molecules or ions with the total composition C13H17IO (wB97M-V/def2-TZVPD, the OMol25 dataset).

The geometry in ORCA input format:
```
! wB97M-V def2-TZVPD RIJCOSX def2/J DEFGRID3
* xyz 0 1
C -1.1448 1.7925 1.8457
C -0.5878 0.4415 2.0931
C 0.0128 0.3798 3.6397
C 0.4581 -0.0442 1.1109
I 2.0766 1.2901 0.8547
C 0.3758 -1.2038 0.3782
C 1.4878 -1.6985 -0.3497
C 1.3296 -2.6924 -1.2686
C 0.0048 -3.4073 -1.5653
C -1.0405 -2.7985 -1.0132
C -1.0312 -1.7218 0.0277
H -2.1140 1.7002 1.1852
H -1.4129 2.2925 2.8066
H -0.4237 2.5185 1.3586
H -1.3926 -0.2493 2.0916
H 0.9647 0.8654 3.6605
H 0.2965 -0.6559 3.9498
H -0.6356 0.8294 4.4755
H 2.4599 -1.2181 -0.2428
H 2.1074 -2.9984 -1.8616
H -0.0349 -4.4440 -2.0003
H -2.0519 -3.0785 -1.2237
H -1.6891 -2.0949 0.8074
H -1.6240 -0.9425 -0.4669
C 2.5934 1.6426 -2.4017
C 1.2452 1.6826 -2.4321
C 0.4095 0.4729 -2.3555
O -0.6744 0.4957 -1.7308
H 3.2136 2.5226 -2.3717
H 3.1776 0.7508 -2.4631
H 0.5336 2.4986 -1.9889
H 0.6631 -0.4845 -2.9789
*
```

- Gap between HOMO and LUMO: 7.40 eV
- SMILES: CC(C)/C(I)=C1/C=CC=CC1.C=CC=O
- Highest occupied orbital energy: -7.44 eV
- Lowest unoccupied orbital energy: -0.0012 Ha

[2]
# C13H17N

A single C13H17N molecule (wB97M-V/def2-TZVPD, the OMol25 dataset).

The geometry in ORCA input format:
```
! wB97M-V def2-TZVPD RIJCOSX def2/J DEFGRID3
* xyz 0 1
C 5.2087 -0.3676 0.0460
C 4.0574 -1.1620 0.5143
C 2.8780 -1.0291 0.0753
C 1.6397 -1.0459 -0.3647
C 0.6283 -0.2250 0.3281
N 0.0664 0.8281 -0.5139
C 1.0057 1.9382 -0.6014
C -1.0721 1.3149 0.2420
C -2.2975 0.4479 0.0859
C -3.1793 0.3561 1.1565
C -4.2476 -0.5453 1.0552
C -4.4346 -1.2706 -0.1179
C -3.5968 -1.0706 -1.2038
C -2.5423 -0.1836 -1.1177
H 4.8775 0.3131 -0.7543
H 5.7044 0.1718 0.8422
H 6.0156 -1.0552 -0.3691
H 4.2880 -2.0542 1.1619
H 1.3682 -1.5052 -1.3411
H 1.0107 0.1912 1.2843
H -0.1535 -0.8779 0.6017
H 1.9138 1.6427 -1.1362
H 0.5248 2.7925 -1.0984
H 1.3995 2.2400 0.3606
H -1.2747 2.2740 -0.2023
H -0.8652 1.4836 1.3559
H -3.0475 0.8327 2.1372
H -4.9186 -0.7590 1.9040
H -5.2784 -1.9687 -0.2269
H -3.7914 -1.6238 -2.1406
H -1.8873 -0.0830 -1.9628
*
```

- Gap between HOMO and LUMO: 9.90 eV
- SMILES: CC=C=CCN(C)Cc1ccccc1
- Energy above the lowest of the compared OMol25 structures with the same formula, charge and spin: 2.752 eV
- Highest occupied orbital energy: -8.93 eV
- Lowest unoccupied orbital energy: 0.0356 Ha

[3]
# C13H17N5O3S

A single C13H17N5O3S molecule (wB97M-V/def2-TZVPD, the OMol25 dataset).

The geometry in ORCA input format:
```
! wB97M-V def2-TZVPD RIJCOSX def2/J DEFGRID3
* xyz 0 1
C 3.8265 -6.7329 3.5895
C 3.0102 -5.5058 3.4259
C 2.8668 -4.6181 2.3991
C 1.9193 -3.6782 2.8922
C 1.4128 -2.5249 2.2023
N 0.5498 -1.6866 2.6725
C 0.2554 -0.6907 1.8173
C -0.7495 0.3196 2.2558
C 0.9341 -0.7569 0.6136
C 0.8706 0.0543 -0.6032
O 1.2575 -0.3410 -1.6924
N 0.4233 1.3278 -0.4359
N 0.1394 2.0904 -1.5792
C -1.1512 2.6162 -1.6112
O -1.8356 2.6446 -0.6062
N -1.5092 3.1239 -2.8094
C -2.7189 3.9055 -2.9931
C -2.3753 5.3807 -3.1893
C -3.5117 3.3544 -4.1745
S 1.9582 -2.1521 0.5810
N 1.5485 -4.0047 4.1117
O 2.2160 -5.1249 4.4414
H 3.9030 -6.9796 4.6449
H 3.3588 -7.5681 3.0690
H 4.8195 -6.5828 3.1734
H 3.3471 -4.6161 1.4440
H -0.2627 1.2555 2.5306
H -1.2510 -0.0705 3.1376
H -1.4925 0.5163 1.4843
H -0.1494 1.6173 0.3482
H 0.5214 1.6235 -2.3986
H -0.8383 3.1301 -3.5611
H -3.2913 3.7806 -2.0686
H -3.2854 5.9671 -3.2778
H -1.8053 5.7503 -2.3406
H -1.7855 5.5169 -4.0939
H -4.4498 3.8923 -4.2770
H -3.7303 2.3003 -4.0249
H -2.9456 3.4664 -5.0972
*
```

- Gap between HOMO and LUMO: 8.66 eV
- SMILES: Cc1cc(-c2nc(C)c(C(=O)NNC(=O)NC(C)C)s2)no1
- Energy above the lowest of the compared OMol25 structures with the same formula, charge and spin: 0.981 eV
- Highest occupied orbital energy: -8.76 eV
- Lowest unoccupied orbital energy: -0.0038 Ha

[4]
# C13H17P

2 unconnected molecules or ions with the total composition C13H17P (wB97M-V/def2-TZVPD, the OMol25 dataset).

The geometry in ORCA input format:
```
! wB97M-V def2-TZVPD RIJCOSX def2/J DEFGRID3
* xyz 0 1
C -1.1293 4.3416 -2.6375
C -1.4416 3.3540 -2.0145
C -2.0683 -2.4960 2.4153
C -2.5321 -1.8506 1.2758
C -0.9365 -2.1221 3.0695
C -1.7898 -0.8327 0.7341
C -0.1666 -1.0933 2.5416
C -0.5417 -0.4638 1.3812
C 2.5035 1.2524 -1.0190
C 2.4256 -1.0018 0.1332
C 0.7226 -0.5114 -1.5802
C -1.7569 2.1945 -1.3288
C 1.5256 0.1373 -0.4511
P 0.4653 0.9412 0.8593
H -0.6337 5.2019 -3.1051
H -2.7255 -3.2343 2.8638
H -3.3303 -2.2318 0.6716
H -0.6606 -2.4750 4.0921
H -1.9493 -0.4558 -0.2010
H 0.6212 -0.7093 3.1161
H 3.3994 1.3529 -0.3472
H 2.9154 1.0572 -2.1648
H 1.8902 2.2075 -0.9510
H 1.7631 -1.9274 0.4585
H 2.9221 -0.6892 0.9910
H 3.1106 -1.2777 -0.6320
H -0.1517 0.0831 -1.9139
H 1.3516 -0.7837 -2.4463
H 0.4496 -1.4547 -1.3454
H -2.3699 2.2115 -0.3991
H -1.8819 1.2755 -2.0665
*
```

- Gap between HOMO and LUMO (alpha / beta): 7.21 / 7.82 eV
- Energy above the lowest of the compared OMol25 structures with the same formula, charge and spin: 4.759 eV
- Highest occupied orbital energy (alpha / beta): -7.91 / -8.35 eV
- Lowest unoccupied orbital energy (alpha / beta): -0.0256 / -0.0196 Ha

[5]
# C13H18FNO4S

A single C13H18FNO4S molecule (wB97M-V/def2-TZVPD, the OMol25 dataset).

The geometry in ORCA input format:
```
! wB97M-V def2-TZVPD RIJCOSX def2/J DEFGRID3
* xyz 0 1
C 4.0792 1.8702 -1.9629
C 3.3343 1.0640 -3.0209
O 3.4610 -0.3352 -2.8285
C 2.7639 -0.9415 -1.8491
C 1.7993 -0.3543 -1.0338
C 1.1544 -1.1076 -0.0726
S -0.0904 -0.3139 0.9331
O -0.0184 -0.8320 2.2682
O 0.0096 1.1085 0.7380
N -1.4705 -0.9041 0.1990
C -2.5555 -1.3867 1.0229
C -3.5127 -0.2528 1.4505
C -2.9890 0.5778 2.6308
C -3.4212 1.9957 2.2653
C -3.2817 1.9520 0.7474
O -3.7024 0.6488 0.3633
C 1.4222 -2.4446 0.1234
C 2.3732 -3.0537 -0.6812
C 3.0215 -2.3081 -1.6438
F 3.9431 -2.9088 -2.4187
H 4.0239 2.9272 -2.2072
H 5.1232 1.5682 -1.9382
H 3.6503 1.7154 -0.9760
H 3.7813 1.2345 -4.0038
H 2.2775 1.3513 -3.0628
H 1.5327 0.6866 -1.1090
H -1.8207 -0.2470 -0.4866
H -3.1028 -2.1354 0.4425
H -2.1146 -1.8555 1.9028
H -4.4914 -0.6950 1.6860
H -3.3982 0.2341 3.5781
H -1.9016 0.5160 2.6721
H -2.7941 2.7604 2.7152
H -4.4619 2.1654 2.5465
H -3.9166 2.6677 0.2215
H -2.2330 2.1119 0.4623
H 0.9030 -2.9828 0.8977
H 2.6230 -4.0968 -0.5715
*
```

- Gap between HOMO and LUMO: 9.63 eV
- SMILES: CCOc1cc(S(=O)(=O)NC[C@H]2CCCO2)ccc1F
- Energy above the lowest of the compared OMol25 structures with the same formula, charge and spin: 0.000 eV
- Highest occupied orbital energy: -8.91 eV
- Lowest unoccupied orbital energy: 0.0267 Ha

[6]
# C13H18N2O3S6Sc

A molecular structure, C13H18N2O3S6Sc (wB97M-V/def2-TZVPD, the OMol25 dataset).

The geometry in ORCA input format:
```
! wB97M-V def2-TZVPD RIJCOSX def2/J DEFGRID3
* xyz 1 1
Sc -0.4324 1.4654 -0.4365
S -1.7517 8.2803 0.4533
C -1.2735 6.7373 0.5324
S -2.3641 5.4506 1.0375
C -1.2891 4.1165 0.9255
C 0.0102 4.4459 0.5249
S 1.2512 3.3303 0.4027
S 0.3006 6.1458 0.1334
S -1.9264 2.5656 1.3299
N 1.0522 -0.1429 0.0602
C 1.8205 -0.9949 0.2490
N 2.6801 -1.9294 0.4452
C 3.7881 -2.1507 -0.5051
C 5.1309 -1.9576 0.2028
C 5.0371 -2.3274 1.6899
C 3.9673 -3.3876 1.9184
C 2.5887 -2.8001 1.6381
H 3.6591 -1.4618 -1.3392
H 3.6780 -3.1641 -0.8973
H 5.4680 -0.9274 0.0907
H 5.8657 -2.5893 -0.3008
H 4.7826 -1.4405 2.2774
H 6.0045 -2.6705 2.0507
H 3.9777 -3.7506 2.9462
H 4.1494 -4.2536 1.2788
H 2.2660 -2.1774 2.4742
H 1.8364 -3.5741 1.4651
O -1.8666 0.2092 -1.2642
S -3.1276 0.2615 -2.1504
C -4.4299 0.9327 -1.1044
C -5.0259 -0.2414 -0.3366
C -5.1312 -1.3652 -1.3636
C -3.7703 -1.4324 -2.0586
H -5.1497 1.3823 -1.7928
H -3.9707 1.7249 -0.5104
H -5.9922 0.0252 0.0889
H -4.3671 -0.5273 0.4850
H -5.9132 -1.1333 -2.0890
H -5.3753 -2.3282 -0.9172
H -3.7795 -1.8623 -3.0569
H -3.0216 -1.9431 -1.4496
O 0.9963 2.5823 -1.3526
O -0.3525 2.8772 -1.7749
*
```

- Gap between HOMO and LUMO: 6.74 eV
- Energy above the lowest of the compared OMol25 structures with the same formula, charge and spin: 0.238 eV
- Highest occupied orbital energy: -10.47 eV
- Lowest unoccupied orbital energy: -0.1370 Ha

So what do the calculations give for strongest force on any atom? Going down the list: 3.2, 3.2, 1.5, 4.1, 0.9, 0.7 eV Å⁻¹.